No. 1
The following is a DFT calculation (the ωB97M-V functional and the def2-TZVPD basis) of a molecular structure, C21H55N4O10S2Si.

- frontier orbital gap (eV) = 7.92
- molecular weight (g/mol) = 615.91
- electronic energy (Ha) = -2890.3434
- total charge = -1
- HOMO energy (eV) = -5.9

XYZ file:
```
93
Properties=species:S:1:pos:R:3:mulliken_charge:R:1
C 6.80 0.21 -3.70 -1.04
Si 6.68 1.28 -5.23 0.60
C 7.05 3.08 -4.85 -1.13
C 7.89 0.59 -6.49 -1.19
S 4.73 1.27 -6.24 0.99
O 4.46 -0.08 -6.68 -0.65
O 4.98 2.25 -7.30 -0.69
N 3.55 1.90 -5.33 -0.42
S 3.39 1.40 -3.84 0.67
O 2.14 1.90 -3.31 -0.48
O 3.71 0.01 -3.61 -0.58
H 6.23 0.57 -2.85 0.33
H 6.47 -0.81 -3.93 0.29
H 7.85 0.17 -3.41 0.37
H 7.50 3.19 -3.86 0.34
H 7.74 3.48 -5.60 0.34
H 6.14 3.67 -4.91 0.32
H 8.68 1.31 -6.71 0.34
H 8.36 -0.32 -6.10 0.30
H 7.39 0.33 -7.42 0.33
H 4.33 2.11 -3.17 -0.02
C -5.17 2.70 -0.66 -0.73
O -4.56 1.50 -0.24 -0.35
C -4.18 0.63 -1.31 -0.69
C -2.68 0.57 -1.48 0.13
N -2.12 1.81 -1.99 -0.24
C -0.65 1.86 -2.02 -0.86
C 0.09 1.74 -0.70 -0.41
O -0.08 2.84 0.19 -0.46
C -1.25 2.79 0.98 -0.45
H -5.57 3.19 0.23 0.25
H -4.47 3.39 -1.15 0.30
H -6.00 2.51 -1.35 0.34
H -4.66 0.94 -2.25 0.47
H -4.52 -0.37 -1.06 0.15
H -2.45 -0.23 -2.19 0.37
H -2.25 0.28 -0.51 -0.07
H -2.47 2.59 -1.44 0.19
H -0.36 2.80 -2.48 0.33
H -0.29 1.07 -2.68 0.41
H 1.15 1.71 -0.94 0.39
H -0.15 0.80 -0.17 0.22
H -1.52 1.77 1.25 0.21
H -2.10 3.28 0.50 0.22
H -1.03 3.34 1.91 0.25
C -1.02 2.41 8.49 -0.71
O -1.64 1.74 7.42 -0.35
C -2.00 2.57 6.32 -0.90
C -1.15 2.31 5.10 0.17
N 0.22 2.75 5.30 -0.37
C 1.15 2.32 4.25 -0.67
C 1.36 0.83 4.03 -0.37
O 2.02 0.16 5.09 -0.45
C 1.19 -0.29 6.14 -0.54
H -0.95 1.70 9.32 0.24
H -0.01 2.76 8.25 0.30
H -1.62 3.27 8.82 0.34
H -1.95 3.63 6.61 0.42
H -3.04 2.35 6.08 0.37
H -1.58 2.85 4.25 0.16
H -1.23 1.24 4.88 0.16
H 0.56 2.40 6.19 0.13
H 2.13 2.76 4.49 0.38
H 0.84 2.76 3.30 0.31
H 2.01 0.72 3.16 0.35
H 0.43 0.31 3.79 0.31
H 0.21 -0.60 5.77 0.26
H 1.06 0.47 6.92 0.18
H 1.68 -1.15 6.60 0.28
C -0.20 -5.43 -1.69 -0.70
O -1.42 -6.13 -1.59 -0.35
C -1.77 -6.53 -0.27 -0.80
C -2.97 -5.76 0.24 -0.19
N -2.64 -4.37 0.48 -0.27
C -3.77 -3.50 0.79 -0.76
C -4.88 -3.34 -0.24 -0.56
O -4.48 -2.66 -1.41 -0.32
C -3.86 -3.45 -2.41 -0.65
H 0.03 -5.33 -2.75 0.24
H -0.25 -4.42 -1.26 0.29
H 0.61 -5.97 -1.20 0.34
H -0.92 -6.41 0.41 0.41
H -2.03 -7.59 -0.31 0.39
H -3.30 -6.21 1.19 0.37
H -3.78 -5.90 -0.49 0.18
H -2.16 -4.00 -0.33 0.06
H -3.36 -2.50 1.00 0.39
H -4.22 -3.85 1.73 0.39
H -5.65 -2.71 0.22 0.37
H -5.35 -4.29 -0.50 0.42
H -4.27 -4.47 -2.42 0.33
H -2.78 -3.50 -2.27 0.17
H -4.05 -2.98 -3.37 0.30
```

No. 2
The following is a DFT calculation (the ωB97M-V functional and the def2-TZVPD basis) of 2 unconnected molecules or ions with the total composition CN3O2S.

- frontier orbital gap (alpha / beta) (eV) = 6.50 / 3.22
- molecular weight (g/mol) = 118.10
- electronic energy (Ha) = -750.8696
- relative energy (zero: lowest compared OMol25 entry of this formula, charge and spin) (kJ/mol) = 293.8
- total charge = -1
- HOMO energy (alpha / beta) (eV) = -4.9 / -3.7

XYZ file:
```
7
Properties=species:S:1:pos:R:3:nbo_charge:R:1
C 3.51 0.12 -0.04 0.02
N 4.59 -0.03 -0.43 -0.48
N -1.90 -0.87 0.64 -0.01
N -2.45 -0.02 -0.10 0.48
O -2.04 0.81 -0.87 -0.39
O -3.69 -0.25 0.26 -0.40
S 1.99 0.25 0.54 -0.21
```

No. 3
The following is a DFT calculation (the ωB97M-V functional and the def2-TZVPD basis) of 3 unconnected molecules or ions with the total composition C24H42FN4O8.

- frontier orbital gap (eV) = 9.45
- molecular weight (g/mol) = 533.62
- electronic energy (Ha) = -1860.3391
- total charge = +1
- HOMO energy (eV) = -11.9

XYZ file:
```
79
Properties=species:S:1:pos:R:3:mulliken_charge:R:1
C -7.02 -5.56 -1.16 -1.13
C -5.83 -5.77 -2.11 -0.52
C -4.53 -5.02 -1.72 0.84
C -3.29 -5.87 -1.99 -1.92
C -4.45 -3.76 -2.53 -0.55
N -3.97 -3.72 -3.77 -0.43
C -4.12 -2.47 -4.18 0.58
N -3.78 -2.00 -5.38 -0.20
C -3.23 -2.87 -6.42 -0.59
C -4.26 -3.22 -7.47 -0.31
F -5.13 -4.17 -6.96 -0.28
N -4.67 -1.72 -3.20 -0.37
N -4.88 -2.56 -2.14 0.74
C -5.50 -2.11 -0.88 -0.56
C -4.63 -1.19 -0.03 -0.69
C -4.42 0.24 -0.56 -0.33
C -3.12 0.90 -0.09 -0.60
C -1.87 0.01 -0.15 -0.39
C -0.59 0.80 -0.33 -0.85
O -0.37 1.53 0.88 -0.28
C 0.94 1.91 1.08 0.65
C 1.43 1.62 2.47 -0.75
O 1.59 2.39 0.20 -0.56
H -7.88 -5.15 -1.68 0.30
H -7.34 -6.51 -0.72 0.33
H -6.79 -4.89 -0.33 0.32
H -5.59 -6.83 -2.16 0.50
H -6.12 -5.47 -3.12 0.31
H -4.57 -4.76 -0.66 0.53
H -3.29 -6.72 -1.31 0.50
H -2.36 -5.32 -1.85 0.39
H -3.31 -6.26 -3.01 0.38
H -3.91 -1.02 -5.59 0.21
H -2.88 -3.78 -5.93 0.31
H -2.38 -2.37 -6.89 0.40
H -3.78 -3.63 -8.36 0.34
H -4.86 -2.35 -7.75 0.24
H -4.93 -0.75 -3.21 0.27
H -5.68 -3.03 -0.33 0.10
H -6.48 -1.69 -1.11 0.23
H -5.15 -1.11 0.93 0.44
H -3.69 -1.70 0.16 0.31
H -5.26 0.84 -0.22 0.37
H -4.45 0.29 -1.65 0.02
H -2.94 1.77 -0.72 0.41
H -3.25 1.30 0.92 0.26
H -1.96 -0.72 -0.96 0.31
H -1.77 -0.56 0.78 0.24
H 0.25 0.14 -0.53 0.43
H -0.67 1.50 -1.18 0.31
H 1.88 2.52 2.89 0.27
H 2.20 0.85 2.40 0.15
H 0.63 1.26 3.11 0.32
C 7.33 3.10 0.37 -1.39
C 5.95 2.67 0.78 0.44
C 5.30 3.52 1.86 -0.07
O 4.45 2.56 2.51 -0.33
C 4.99 1.33 2.33 0.65
O 4.61 0.35 2.89 -0.58
O 5.98 1.38 1.43 -0.39
H 8.01 3.07 1.22 0.30
H 7.73 2.45 -0.41 0.39
H 7.30 4.12 -0.02 0.37
H 5.29 2.58 -0.08 0.26
H 4.71 4.34 1.48 0.43
H 6.03 3.89 2.57 -0.11
C 8.75 4.35 7.00 -1.42
C 8.55 5.51 6.06 0.49
C 7.34 6.38 6.33 -0.50
O 7.00 6.86 5.02 -0.33
C 7.45 5.95 4.12 0.71
O 7.17 5.94 2.97 -0.54
O 8.25 5.04 4.72 -0.33
H 7.89 3.68 6.97 0.35
H 9.64 3.79 6.73 0.36
H 8.87 4.72 8.02 0.38
H 9.45 6.12 5.99 0.28
H 7.53 7.23 6.98 0.30
H 6.50 5.80 6.72 0.30
```

No. 4
The following is a DFT calculation (the ωB97M-V functional and the def2-TZVPD basis) of a molecular structure, C17H31HgN3P2.

- frontier orbital gap (eV) = 4.41
- molecular weight (g/mol) = 539.99
- electronic energy (Ha) = -1666.5189
- relative energy (zero: lowest compared OMol25 entry of this formula, charge and spin) (kJ/mol) = 0.0
- HOMO energy (eV) = -7.5

XYZ file:
```
54
Properties=species:S:1:pos:R:3:nbo_charge:R:1
P -0.08 -1.48 -2.59 0.89
P 0.20 1.75 -2.31 0.87
C -0.36 -0.43 -4.09 -0.72
C 0.31 0.95 -4.01 -0.71
H -1.45 -0.34 -4.21 0.22
H 0.04 -1.01 -4.93 0.21
H 1.39 0.88 -4.24 0.22
H -0.15 1.66 -4.71 0.21
C -1.49 2.46 -2.48 -0.95
H -1.67 3.14 -1.64 0.24
H -2.25 1.67 -2.46 0.23
H -1.54 3.01 -3.42 0.22
C 1.21 3.25 -2.54 -0.95
H 0.82 3.84 -3.38 0.21
H 2.25 2.96 -2.72 0.23
H 1.16 3.84 -1.61 0.24
C -1.16 -2.91 -2.89 -0.96
H -1.17 -3.54 -1.99 0.24
H -0.76 -3.48 -3.74 0.21
H -2.18 -2.56 -3.10 0.24
C 1.56 -2.17 -2.98 -0.96
H 2.32 -1.37 -3.03 0.24
H 1.48 -2.68 -3.95 0.22
H 1.85 -2.88 -2.20 0.23
Hg 1.41 0.02 4.69 1.04
C 0.40 1.61 0.86 -0.20
C -0.88 1.48 0.48 -0.17
C -1.50 0.27 -0.13 -0.54
C -1.64 -1.00 0.76 -0.45
C -0.62 -2.05 0.53 -0.18
C 0.65 -1.86 0.10 -0.20
C 1.33 -0.55 -0.17 -0.57
C 1.41 0.51 0.95 -0.43
C 0.29 -1.66 5.51 -0.83
H 0.72 2.56 1.30 0.21
H -1.54 2.37 0.56 0.21
H -0.94 -0.03 -1.03 0.27
H -2.49 0.55 -0.53 0.21
H -1.70 -0.71 1.82 0.22
H -2.63 -1.42 0.50 0.22
H -0.92 -3.05 0.84 0.20
H 1.30 -2.75 0.02 0.20
H 0.87 -0.03 -1.04 0.29
H 2.35 -0.77 -0.56 0.21
H 1.40 0.04 1.94 0.16
H 2.42 0.95 0.85 0.22
H 0.81 -2.03 6.40 0.25
H 0.21 -2.44 4.75 0.23
H -0.71 -1.28 5.78 0.25
N 0.16 2.33 5.97 -0.70
C -0.07 2.05 7.10 0.53
N -0.37 1.84 8.34 -0.70
C -0.14 0.73 8.98 0.44
N 0.02 -0.23 9.65 -0.51
```

No. 5
The following is a DFT calculation (the ωB97M-V functional and the def2-TZVPD basis) of a single C4H6F2N2 molecule.

- frontier orbital gap (eV) = 9.31
- molecular weight (g/mol) = 120.10
- electronic energy (Ha) = -465.1538
- relative energy (zero: lowest compared OMol25 entry of this formula, charge and spin) (kJ/mol) = 256.5
- SMILES string = [H]/N=C(/C)NC=C(F)F
- HOMO energy (eV) = -8.6

XYZ file:
```
14
Properties=species:S:1:pos:R:3:nbo_charge:R:1
C 1.61 1.08 0.15 -0.72
C 1.10 -0.46 0.05 0.47
C -1.23 0.52 -0.03 -0.16
C -2.43 -0.12 0.07 0.66
H 1.36 1.56 -0.81 0.22
H 1.38 1.74 1.08 0.23
H 2.85 0.79 0.23 0.26
H 1.51 -2.24 -0.27 0.33
H -0.76 -1.36 -0.59 0.42
H -0.93 1.52 0.10 0.24
N 1.95 -1.36 -0.05 -0.69
N -0.29 -0.52 -0.12 -0.63
F -3.75 0.35 -0.12 -0.32
F -2.38 -1.48 0.31 -0.33
```

No. 6
The following is a DFT calculation (the ωB97M-V functional and the def2-TZVPD basis) of a molecular structure, C36H38CoN7S3Si.

- frontier orbital gap (alpha / beta) (eV) = 6.41 / 7.09
- molecular weight (g/mol) = 751.97
- electronic energy (Ha) = -4644.8918
- total charge = -1
- expectation value of S² = 3.76
- HOMO energy (alpha / beta) (eV) = -3.9 / -4.6
- spin multiplicity = 4

XYZ file:
```
86
Properties=species:S:1:pos:R:3:mulliken_spin:R:1
Co -0.52 -0.16 0.17 2.74
S -0.82 -2.35 1.63 0.09
C -0.97 -2.87 0.01 0.04
C -1.41 -4.16 -0.39 -0.01
C -1.51 -4.48 -1.72 0.00
C -1.15 -3.53 -2.69 0.00
C -0.74 -2.30 -2.26 0.03
N -0.66 -1.96 -0.95 -0.09
H -1.68 -4.86 0.39 0.00
H -1.85 -5.46 -2.02 0.00
H -1.19 -3.74 -3.75 0.00
H -0.44 -1.54 -2.97 0.00
S -1.46 1.73 2.47 0.03
C -2.71 0.90 1.71 0.02
N -2.58 0.10 0.66 0.03
C -3.79 -0.40 0.18 0.00
C -3.99 -1.24 -0.91 0.00
C -5.28 -1.61 -1.27 0.00
C -6.39 -1.15 -0.55 0.00
C -6.21 -0.32 0.55 0.00
C -4.92 0.04 0.90 0.00
S -4.40 1.07 2.20 0.00
H -3.14 -1.62 -1.47 0.01
H -5.42 -2.27 -2.11 0.00
H -7.39 -1.45 -0.85 0.00
H -7.06 0.04 1.12 0.00
C -1.36 1.03 -2.64 0.04
N -1.70 2.00 -3.69 0.00
C -2.76 2.88 -3.18 0.00
N -2.36 3.59 -1.96 0.00
C -2.03 2.59 -0.93 0.02
N -0.93 1.69 -1.38 -0.01
C 0.23 2.54 -1.69 0.01
N -0.05 3.53 -2.73 0.00
C -0.51 2.83 -3.94 0.00
C -1.16 4.37 -2.25 0.00
H -0.54 0.41 -2.99 -0.01
H -2.23 0.41 -2.43 0.00
H -3.64 2.27 -2.95 0.00
H -3.02 3.61 -3.95 0.00
H -2.91 1.99 -0.73 0.00
H -1.71 3.08 -0.01 -0.01
H 1.05 1.90 -2.03 0.01
H 0.53 3.05 -0.78 0.00
H 0.29 2.19 -4.31 0.00
H -0.75 3.57 -4.70 0.00
H -1.39 5.11 -3.02 0.00
H -0.84 4.90 -1.35 0.00
C 3.00 4.55 2.40 0.00
C 3.04 4.05 1.10 0.00
C 2.57 2.76 0.85 0.02
C 2.05 1.94 1.86 -0.02
C 2.03 2.47 3.15 0.02
C 2.50 3.76 3.42 0.00
Si 1.38 0.16 1.54 -0.05
C 2.98 -0.84 1.15 -0.01
C 4.01 -0.41 0.30 0.02
C 5.13 -1.20 0.04 0.00
C 5.24 -2.45 0.62 0.01
C 4.24 -2.91 1.47 0.00
C 3.12 -2.11 1.72 0.02
H 3.36 5.56 2.60 0.00
H 3.42 4.66 0.29 0.00
H 2.62 2.38 -0.17 0.00
H 1.63 1.87 3.97 0.00
H 2.46 4.15 4.44 0.00
H 1.17 -0.30 2.94 0.00
H 3.96 0.58 -0.16 0.00
H 5.90 -0.84 -0.63 0.00
H 6.12 -3.07 0.43 0.00
H 4.32 -3.89 1.93 0.00
H 2.34 -2.49 2.37 0.00
N 2.09 -0.64 -2.32 0.00
C 2.78 -1.86 -2.48 0.00
C 3.54 -2.08 -3.63 0.00
C 4.19 -3.29 -3.82 0.00
C 4.08 -4.31 -2.88 0.00
C 3.33 -4.08 -1.73 0.00
C 2.68 -2.87 -1.53 0.00
H 2.60 0.17 -2.64 0.00
H 1.68 -0.49 -1.41 0.05
H 3.63 -1.29 -4.37 0.00
H 4.78 -3.44 -4.72 0.00
H 4.58 -5.26 -3.04 0.00
H 3.25 -4.85 -0.97 0.00
H 2.12 -2.70 -0.62 0.01
```

No. 7
The following is a DFT calculation (the ωB97M-V functional and the def2-TZVPD basis) of a single C4H8N2O molecule.

- frontier orbital gap (eV) = 8.63
- molecular weight (g/mol) = 100.12
- electronic energy (Ha) = -341.8037
- relative energy (zero: lowest compared OMol25 entry of this formula, charge and spin) (kJ/mol) = 524.9
- HOMO energy (eV) = -8.0

XYZ file:
```
15
Properties=species:S:1:pos:R:3:nbo_charge:R:1
C 1.57 0.03 -1.06 -0.33
C -1.43 -0.41 0.52 0.14
C -1.40 0.99 0.17 -0.55
N -0.53 -1.21 0.01 -0.62
N 1.11 0.79 0.13 -0.70
C 1.21 -0.69 0.16 0.64
O 1.73 -1.49 0.93 -0.68
H -0.53 -2.16 0.36 0.39
H 1.83 1.27 0.66 0.37
H 0.89 0.07 -1.90 0.19
H 2.62 0.08 -1.33 0.20
H -2.04 -0.69 1.38 0.20
H -2.49 0.48 -0.21 0.24
H -0.93 1.25 -0.78 0.26
H -1.63 1.69 0.96 0.25
```

No. 8
The following is a DFT calculation (the ωB97M-V functional and the def2-TZVPD basis) of a molecular structure, C24H21ClMnN2O4PS5SbTe.

- frontier orbital gap (alpha / beta) (eV) = 4.58 / 4.89
- molecular weight (g/mol) = 932.50
- electronic energy (Ha) = -5789.3023
- total charge = -2
- expectation value of S² = 3.94
- HOMO energy (alpha / beta) (eV) = -1.5 / -1.8
- spin multiplicity = 4

XYZ file:
```
61
Properties=species:S:1:pos:R:3:mulliken_spin:R:1
Mn -0.06 -0.42 0.02 2.35
S 2.25 3.90 1.98 0.25
Sb 0.13 3.01 2.01 0.37
S -0.18 1.83 -0.09 0.14
S -1.12 -0.63 2.06 -0.13
S -1.61 4.47 2.20 0.29
C 5.64 1.97 -0.56 0.00
C 4.34 2.35 -0.83 0.01
C 3.27 1.58 -0.39 -0.02
C 3.49 0.41 0.32 0.01
C 4.81 0.04 0.61 0.00
C 5.87 0.81 0.18 0.00
P 2.12 -0.68 0.89 -0.08
C 2.91 -2.25 0.34 0.01
C 3.17 -3.33 1.17 0.00
C 3.77 -4.48 0.67 0.00
C 4.11 -4.57 -0.67 0.00
C 3.86 -3.49 -1.51 0.00
C 3.28 -2.34 -1.00 -0.02
C 2.36 -0.55 2.70 -0.01
C 2.89 0.64 3.20 0.05
C 3.00 0.85 4.57 0.01
C 2.60 -0.13 5.46 -0.01
C 2.05 -1.31 4.97 0.00
C 1.91 -1.51 3.61 -0.01
H 6.47 2.57 -0.89 0.00
H 4.14 3.27 -1.36 0.01
H 2.26 1.92 -0.55 -0.01
H 5.00 -0.86 1.18 0.00
H 6.89 0.50 0.42 0.00
H 2.92 -3.29 2.22 0.00
H 3.96 -5.31 1.33 0.00
H 4.56 -5.47 -1.07 0.00
H 4.14 -3.53 -2.55 0.00
H 3.15 -1.48 -1.65 0.00
H 3.19 1.44 2.54 -0.01
H 3.38 1.80 4.92 -0.01
H 2.68 0.03 6.52 0.00
H 1.70 -2.07 5.66 0.00
H 1.41 -2.40 3.25 0.00
O -3.95 -0.31 -2.24 0.00
Cl -2.58 -0.69 -2.31 0.00
O -1.83 0.23 -3.11 0.00
O -2.45 -2.02 -2.87 0.00
O -2.04 -0.72 -0.95 0.01
Te -0.57 -2.79 1.21 -0.15
N 0.84 -2.56 -6.56 0.00
C 1.53 -1.52 -6.04 0.00
S 2.58 -0.62 -6.93 0.00
C 1.25 -1.28 -4.59 0.00
C 0.73 -2.28 -3.78 -0.01
C 0.45 -2.00 -2.46 0.00
N 0.63 -0.79 -1.94 -0.05
C 1.12 0.19 -2.72 0.01
C 1.47 -0.02 -4.03 0.00
H 0.90 -2.69 -7.56 0.00
H 0.00 -2.87 -6.11 0.00
H 0.55 -3.29 -4.13 0.00
H 0.03 -2.74 -1.80 -0.01
H 1.20 1.16 -2.25 0.01
H 1.86 0.79 -4.63 0.00
```

- Among the records above, which one has the lowest molecular weight?
  C4H8N2O

- Number 7 is which compound?
  C4H8N2O

- The lowest electronic energy belongs to which entry?
  C24H21ClMnN2O4PS5SbTe

- molecular weight of number 7 (C4H8N2O)?
  100.12 g/mol